No. 1
Molecular formula: C5H10N2O
Method: DFT, the ωB97M-V functional and the def2-TZVPD basis

Each line ends with the Mulliken charge.
Atoms and positions in Å:
1 H 0.73 -1.71 -1.37  0.284
2 N 0.30 -1.81 -0.44  -0.675
3 C -0.76 -1.04 -0.30  0.706
4 C -1.69 -1.27 0.86  -1.118
5 C -0.94 0.17 -1.21  -0.660
6 C -0.04 0.96 -0.36  0.575
7 N -0.21 1.97 0.37  -0.671
8 H -1.03 2.53 0.11  0.268
9 O 1.46 0.33 -0.48  -0.301
10 C 2.40 0.75 0.49  -0.723
11 H -2.45 -0.49 0.93  0.314
12 H -1.12 -1.26 1.79  0.277
13 H -2.18 -2.24 0.75  0.343
14 H -1.96 0.56 -1.20  0.349
15 H -0.53 -0.01 -2.21  0.228
16 H 2.11 1.60 1.11  0.319
17 H 3.33 1.05 -0.01  0.225
18 H 2.60 -0.08 1.18  0.260

* HOMO-LUMO gap: 9.824 eV
* relative energy (zero: lowest compared OMol25 entry of this formula, charge and spin): 293.66 kJ/mol
* structure (SMILES): [H]/N=C(/C)C/C(=N\[H])OC
* LUMO level: 0.55 eV
* maximum force: 0.0850 hartree/bohr

---

No. 2
Molecular formula: C12H10N6O4
Method: DFT, the ωB97M-V functional and the def2-TZVPD basis

Each line ends with the Mulliken charge.
Atoms and positions in Å:
1 N 1.73 -3.43 -3.71  -0.499
2 N 0.22 5.02 0.19  -0.425
3 O 2.10 -0.68 2.01  -0.455
4 O 0.65 -3.10 3.94  -0.567
5 O -1.61 -0.37 2.58  -0.641
6 N 0.78 -1.13 -3.74  -0.335
7 N -1.31 4.00 -1.48  -0.482
8 N 1.26 -2.30 -3.74  0.582
9 N -0.55 4.52 -0.59  0.618
10 O 2.73 -1.32 4.09  -0.463
11 C 1.87 -1.33 3.01  0.321
12 C 0.67 -2.21 3.09  0.656
13 C -0.92 -0.93 1.71  0.492
14 C 0.19 -0.61 -0.51  -0.460
15 C -1.61 0.87 0.21  -0.927
16 C -0.50 1.25 -1.90  -0.726
17 C -0.78 -0.24 0.46  0.725
18 C 0.31 0.12 -1.69  0.190
19 C -1.43 1.62 -0.91  0.716
20 C -0.39 -2.32 2.02  -0.475
21 C 1.35 -0.23 -2.74  -1.157
22 C -2.23 2.90 -1.06  -0.513
23 H 2.37 -1.88 4.79  0.357
24 H 0.88 -1.42 -0.32  0.211
25 H -2.35 1.17 0.96  0.425
26 H -0.41 1.90 -2.74  0.499
27 H 0.02 -2.80 1.15  0.365
28 H -1.22 -2.92 2.36  0.330
29 H 2.17 -0.77 -2.21  0.494
30 H 1.75 0.68 -3.21  0.425
31 H -2.95 2.77 -1.87  0.312
32 H -2.79 3.18 -0.13  0.409

* HOMO-LUMO gap: 8.634 eV
* relative energy (zero: lowest compared OMol25 entry of this formula, charge and spin): 0.00 kJ/mol
* LUMO level: -0.98 eV
* maximum force: 0.1751 hartree/bohr

---

No. 3
Molecular formula: C18H14ClFN8O
Method: DFT, the ωB97M-V functional and the def2-TZVPD basis

Each line ends with the Mulliken charge.
Atoms and positions in Å:
1 N -2.58 5.92 -4.91  -0.432
2 C -1.42 5.99 -4.17  -0.466
3 N -0.51 7.00 -3.97  0.260
4 N 0.57 6.63 -3.23  -0.976
5 C 0.30 5.36 -2.95  0.354
6 N 1.10 4.54 -2.27  -0.644
7 C 0.63 3.33 -2.06  0.498
8 N 1.37 2.59 -1.19  -0.168
9 C 1.09 1.29 -0.67  0.267
10 C 0.44 0.25 -1.38  -0.313
11 C 0.15 -1.02 -0.84  -0.575
12 C 0.53 -1.30 0.47  0.662
13 N 0.34 -2.57 1.07  -0.159
14 C -0.29 -3.69 0.62  0.444
15 O -0.67 -3.96 -0.48  -0.700
16 N -0.44 -4.77 1.44  -0.130
17 C -0.19 -4.86 2.82  0.290
18 C -0.43 -3.80 3.68  -0.586
19 C -0.07 -3.90 5.02  -0.593
20 C 0.52 -5.10 5.51  0.263
21 F 0.90 -5.20 6.82  -0.326
22 C 0.74 -6.18 4.64  0.234
23 Cl 1.51 -7.64 5.14  -0.191
24 C 0.37 -6.06 3.31  -0.597
25 C 1.20 -0.26 1.19  -0.495
26 C 1.50 1.01 0.65  -0.902
27 N -0.50 2.83 -2.51  -0.449
28 C -1.22 3.62 -3.27  -0.599
29 C -0.88 4.95 -3.49  1.476
30 H -2.88 6.78 -5.42  0.199
31 H -3.22 5.14 -4.83  0.186
32 H -0.57 7.93 -4.38  0.195
33 H 2.17 3.09 -0.83  0.256
34 H 0.13 0.43 -2.38  0.387
35 H -0.37 -1.73 -1.48  0.422
36 H 0.68 -2.65 2.02  0.223
37 H -0.79 -5.58 0.95  0.268
38 H -0.98 -2.93 3.29  0.634
39 H -0.28 -3.10 5.71  0.405
40 H 0.59 -6.88 2.66  0.434
41 H 1.51 -0.46 2.20  0.330
42 H 2.06 1.72 1.25  0.327
43 H -2.11 3.21 -3.77  0.287

* HOMO-LUMO gap: 7.832 eV
* structure (SMILES): Nc1[nH]nc2nc(Nc3ccc(NC(=O)Nc4ccc(F)c(Cl)c4)cc3)ncc12
* LUMO level: 0.37 eV
* maximum force: 0.0610 hartree/bohr

---

No. 4
Molecular formula: C18H43BFNO16SSi2
Method: DFT, the ωB97M-V functional and the def2-TZVPD basis

Each line ends with the Mulliken charge.
Atoms and positions in Å:
1 C 1.24 -0.43 1.88  -1.000
2 N 1.14 1.00 2.25  0.119
3 C 1.44 1.90 1.12  -1.174
4 B -0.12 1.32 2.92  0.742
5 O -0.13 1.17 4.33  -0.525
6 Si -1.80 1.88 2.06  0.149
7 O -3.08 1.02 2.82  -0.210
8 Si -4.46 0.80 1.86  0.515
9 S -4.07 0.12 -0.18  0.897
10 O -5.09 -0.91 -0.45  -0.557
11 O -4.25 1.27 -1.10  -0.518
12 F -2.61 -0.57 -0.35  -0.173
13 H 1.87 -1.00 2.57  0.245
14 H 0.24 -0.88 1.95  0.252
15 H 1.62 -0.50 0.85  0.354
16 H 2.50 1.75 0.85  0.166
17 H 1.24 2.94 1.38  0.443
18 H 0.86 1.57 0.23  0.403
19 H -0.77 1.81 4.63  0.286
20 H -1.77 1.70 0.60  -0.141
21 H -1.96 3.33 2.29  -0.135
22 H -5.27 2.02 1.82  -0.036
23 H -5.25 -0.28 2.49  -0.115
24 C -10.02 4.06 5.13  -1.086
25 C -9.96 2.62 5.59  -0.172
26 O -10.41 1.73 4.56  -0.376
27 C -9.51 1.46 3.61  0.791
28 O -8.39 1.88 3.56  -0.543
29 O -10.09 0.66 2.72  -0.342
30 C -9.25 0.33 1.61  -0.557
31 H -11.02 4.31 4.77  0.295
32 H -9.77 4.74 5.95  0.354
33 H -9.32 4.25 4.32  0.301
34 H -10.63 2.47 6.43  0.297
35 H -8.95 2.35 5.92  0.302
36 H -8.29 -0.06 1.93  0.210
37 H -9.11 1.21 0.98  0.288
38 H -9.77 -0.43 1.03  0.245
39 C 7.63 -1.82 -0.45  -1.365
40 C 6.20 -1.36 -0.61  0.542
41 O 5.56 -1.20 0.66  -0.281
42 C 5.83 -0.06 1.29  0.757
43 O 6.54 0.82 0.88  -0.547
44 O 5.19 -0.07 2.46  -0.319
45 C 5.44 1.07 3.28  -0.728
46 H 7.68 -2.72 0.17  0.323
47 H 8.08 -2.04 -1.42  0.399
48 H 8.23 -1.06 0.04  0.336
49 H 5.62 -2.13 -1.14  0.153
50 H 6.13 -0.45 -1.20  -0.131
51 H 5.26 1.99 2.73  0.301
52 H 6.46 1.05 3.65  0.331
53 H 4.75 1.02 4.12  0.248
54 C 0.70 -3.95 -5.06  -0.895
55 C 2.01 -4.70 -4.96  -0.215
56 O 2.87 -4.12 -3.97  -0.349
57 C 2.59 -4.46 -2.71  0.708
58 O 1.72 -5.20 -2.36  -0.559
59 O 3.44 -3.82 -1.92  -0.237
60 C 3.22 -4.04 -0.52  -0.600
61 H 0.88 -2.88 -5.22  0.079
62 H 0.10 -4.33 -5.88  0.371
63 H 0.13 -4.04 -4.14  0.319
64 H 2.55 -4.62 -5.91  0.310
65 H 1.86 -5.76 -4.76  0.334
66 H 3.18 -5.11 -0.29  0.334
67 H 2.30 -3.55 -0.21  0.276
68 H 4.05 -3.60 0.02  0.138
69 C 1.32 1.36 -5.63  -1.228
70 C 2.11 0.15 -5.15  0.036
71 O 3.46 0.50 -4.85  -0.396
72 C 3.64 1.08 -3.66  0.798
73 O 2.79 1.31 -2.84  -0.554
74 O 4.94 1.37 -3.53  -0.371
75 C 5.26 2.05 -2.32  -0.397
76 H 1.83 1.84 -6.46  0.304
77 H 0.32 1.06 -5.95  0.385
78 H 1.22 2.10 -4.83  0.314
79 H 2.16 -0.59 -5.94  0.289
80 H 1.63 -0.32 -4.29  0.209
81 H 4.88 1.51 -1.45  0.028
82 H 4.87 3.06 -2.34  0.344
83 H 6.34 2.09 -2.25  0.211

* HOMO-LUMO gap: 8.368 eV
* relative energy (zero: lowest compared OMol25 entry of this formula, charge and spin): 127.88 kJ/mol
* LUMO level: -0.24 eV
* maximum force: 0.1031 hartree/bohr

---

No. 5
Molecular formula: C4H8N2OS
Method: DFT, the ωB97M-V functional and the def2-TZVPD basis

Each line ends with the Mulliken charge.
Atoms and positions in Å:
1 C -2.96 -0.59 -0.08  -0.815
2 S -1.11 -0.51 -0.77  -0.059
3 C -0.61 0.99 0.02  -0.156
4 C 0.58 1.52 0.13  -0.201
5 N 1.69 0.79 -0.47  -0.307
6 C 2.41 -0.36 -0.17  0.573
7 N 1.77 -1.12 0.87  -0.450
8 O 3.38 -0.63 -0.90  -0.638
9 H -3.35 -1.38 -0.88  0.298
10 H -2.80 -1.09 1.08  0.252
11 H -3.52 0.37 -0.20  0.330
12 H -1.57 1.52 0.37  0.198
13 H 0.90 2.49 0.68  0.292
14 H 2.25 1.16 -1.27  0.217
15 H 0.77 -1.10 0.71  0.173
16 H 2.18 -2.07 0.88  0.291

* HOMO-LUMO gap: 9.356 eV
* relative energy (zero: lowest compared OMol25 entry of this formula, charge and spin): 159.94 kJ/mol
* structure (SMILES): CS/C=C\NC(N)=O
* LUMO level: 0.53 eV
* maximum force: 0.0791 hartree/bohr

---

No. 6
Molecular formula: C5H14S
Method: DFT, the ωB97M-V functional and the def2-TZVPD basis

Each line ends with the Mulliken charge.
Atoms and positions in Å:
1 C -1.07 3.36 -1.43  -1.172
2 C -1.18 1.86 -1.12  -0.125
3 C -2.61 1.52 -0.69  -1.114
4 H -1.59 3.91 -0.64  0.311
5 H -0.04 3.72 -1.42  0.347
6 H -1.55 3.60 -2.38  0.304
7 H -0.49 1.61 -0.31  0.235
8 H -0.81 1.28 -1.96  0.272
9 H -2.91 0.52 -0.96  0.330
10 H -3.33 2.19 -1.15  0.306
11 H -2.78 1.66 0.38  0.306
12 C 1.64 -3.53 0.20  -0.798
13 S 2.69 -2.07 0.54  -0.069
14 C 2.37 -2.06 2.33  -0.870
15 H 1.23 -3.52 -0.80  0.299
16 H 2.33 -4.37 0.38  0.275
17 H 0.94 -3.67 1.01  0.269
18 H 2.98 -1.23 2.71  0.291
19 H 2.84 -2.95 2.75  0.302
20 H 1.35 -1.83 2.57  0.303

* HOMO-LUMO gap: 9.404 eV
* relative energy (zero: lowest compared OMol25 entry of this formula, charge and spin): 51.15 kJ/mol
* structure (SMILES): CCC.CSC
* LUMO level: 0.92 eV
* maximum force: 0.0354 hartree/bohr